Below is a cluster of 15 separate species, C45H120O45S15 in total, with properties calculated with ωB97M-V with the def2-TZVPD basis set.

Structure (ORCA input):
```
! wB97M-V def2-TZVPD RIJCOSX def2/J DEFGRID3
* xyz 0 1
O -1.13 -2.08 -3.52
S -0.98 -1.22 -4.67
O -1.14 -1.75 -5.96
O -1.82 0.07 -4.29
C -1.99 1.06 -5.31
C -3.24 0.80 -6.05
C 0.70 -0.56 -4.61
H -1.08 1.13 -5.84
H -2.01 1.96 -4.68
H -3.15 -0.01 -6.78
H -3.70 1.71 -6.46
H -3.85 0.38 -5.24
H 1.44 -1.39 -4.76
H 0.68 -0.20 -3.57
H 0.91 0.22 -5.34
O 3.09 -5.86 4.17
S 2.21 -6.58 5.02
O 2.61 -7.70 5.86
O 1.41 -5.50 5.92
C 0.39 -5.84 6.85
C -0.93 -5.37 6.35
C 1.06 -7.37 3.84
H 0.69 -5.30 7.76
H 0.40 -6.87 7.11
H -1.35 -5.95 5.52
H -0.89 -4.33 5.94
H -1.79 -5.52 7.05
H 0.65 -6.66 3.10
H 0.32 -8.07 4.30
H 1.72 -8.04 3.21
O 3.54 6.20 -0.08
S 3.76 7.09 -1.22
O 2.78 7.16 -2.26
O 3.81 8.53 -0.64
C 3.92 8.63 0.82
C 3.86 10.07 1.07
C 5.37 6.86 -1.81
H 4.97 8.22 1.08
H 3.14 8.09 1.33
H 2.83 10.44 0.84
H 4.58 10.62 0.50
H 3.98 10.40 2.11
H 6.08 6.57 -0.98
H 5.73 7.64 -2.48
H 5.24 5.95 -2.36
O -0.76 -9.87 0.06
S -0.92 -8.82 -0.90
O 0.09 -7.85 -1.38
O -1.38 -9.60 -2.16
C -1.66 -8.94 -3.40
C -2.92 -9.32 -4.13
C -2.32 -7.87 -0.43
H -0.78 -9.19 -4.02
H -1.83 -7.85 -3.29
H -3.11 -10.41 -4.19
H -2.65 -9.00 -5.16
H -3.84 -8.88 -3.78
H -3.14 -8.54 -0.20
H -2.63 -7.17 -1.17
H -1.99 -7.33 0.49
O 3.38 3.70 -2.23
S 4.57 2.92 -2.29
O 5.87 3.55 -2.41
O 4.49 2.00 -1.01
C 5.63 1.73 -0.11
C 6.48 0.57 -0.77
C 4.34 1.72 -3.56
H 5.23 1.39 0.87
H 6.26 2.61 -0.09
H 5.84 -0.32 -0.75
H 7.43 0.45 -0.18
H 6.91 0.85 -1.74
H 3.37 1.15 -3.39
H 5.13 1.00 -3.54
H 4.21 2.22 -4.52
O -0.95 4.13 -5.04
S 0.40 4.03 -4.59
O 1.17 2.85 -4.85
O 1.09 5.35 -5.15
C 2.52 5.50 -4.99
C 2.75 6.87 -5.45
C 0.42 4.41 -2.84
H 3.08 4.86 -5.60
H 2.78 5.25 -3.95
H 2.37 7.51 -4.67
H 2.16 7.09 -6.32
H 3.79 7.12 -5.74
H 0.82 3.59 -2.28
H -0.51 4.71 -2.41
H 1.01 5.32 -2.77
O -3.30 -5.74 -3.12
S -3.82 -4.88 -4.14
O -5.04 -5.12 -4.84
O -3.88 -3.51 -3.44
C -4.48 -2.42 -4.12
C -4.85 -1.37 -3.11
C -2.56 -4.64 -5.29
H -5.40 -2.79 -4.58
H -3.75 -2.04 -4.88
H -5.70 -1.75 -2.57
H -5.06 -0.45 -3.54
H -4.01 -1.34 -2.46
H -2.46 -5.55 -5.90
H -1.65 -4.49 -4.74
H -2.78 -3.80 -5.97
O -0.21 -5.19 2.47
S -0.85 -4.06 1.85
O -0.12 -3.16 0.98
O -2.07 -4.69 1.06
C -2.76 -3.85 0.15
C -4.17 -4.36 -0.08
C -1.55 -3.06 3.05
H -2.18 -3.62 -0.79
H -2.90 -2.88 0.62
H -4.91 -4.03 0.65
H -4.21 -5.48 -0.10
H -4.52 -4.05 -1.08
H -0.76 -2.54 3.56
H -2.28 -3.61 3.71
H -2.11 -2.30 2.59
O -4.31 1.31 2.87
S -4.29 -0.05 3.29
O -4.04 -1.21 2.50
O -3.14 -0.12 4.39
C -2.87 1.08 5.19
C -1.77 0.61 6.13
C -5.67 -0.38 4.36
H -3.74 1.33 5.71
H -2.59 1.88 4.50
H -0.88 0.20 5.59
H -2.05 -0.26 6.72
H -1.43 1.39 6.75
H -6.65 -0.14 3.86
H -5.55 0.29 5.23
H -5.63 -1.45 4.60
O -6.59 2.65 -0.89
S -5.41 2.70 -1.65
O -5.31 2.20 -3.03
O -4.89 4.18 -1.57
C -3.76 4.43 -2.49
C -3.26 5.83 -2.10
C -4.29 1.84 -0.66
H -4.13 4.32 -3.57
H -2.98 3.76 -2.20
H -3.08 5.69 -1.01
H -3.94 6.65 -2.23
H -2.40 6.16 -2.65
H -4.58 0.79 -0.62
H -4.36 2.19 0.37
H -3.30 1.88 -0.96
O -0.09 3.58 4.23
S 0.74 4.18 5.20
O 0.92 3.54 6.47
O 2.16 4.36 4.57
C 2.68 3.36 3.68
C 4.12 2.94 4.09
C 0.28 5.82 5.38
H 2.72 3.71 2.67
H 2.06 2.42 3.71
H 4.81 3.69 3.67
H 4.38 1.97 3.61
H 4.15 2.83 5.20
H -0.64 6.02 5.91
H 0.37 6.24 4.39
H 1.07 6.23 6.04
O -3.45 4.30 3.60
S -3.88 5.27 2.63
O -4.17 6.67 2.92
O -2.78 5.35 1.46
C -1.87 4.25 1.20
C -0.43 4.79 1.18
C -5.24 4.61 1.79
H -2.15 3.80 0.25
H -2.04 3.43 1.90
H 0.19 4.80 2.10
H -0.51 5.84 0.84
H 0.15 4.22 0.49
H -5.27 4.91 0.75
H -6.12 5.00 2.33
H -5.33 3.45 1.88
O 2.67 -4.56 -4.29
S 2.41 -4.44 -2.91
O 3.20 -5.12 -1.92
O 2.34 -2.86 -2.75
C 2.24 -2.09 -1.53
C 3.42 -1.12 -1.51
C 0.71 -4.90 -2.60
H 2.33 -2.60 -0.61
H 1.28 -1.61 -1.60
H 4.35 -1.67 -1.17
H 3.19 -0.30 -0.82
H 3.54 -0.69 -2.49
H 0.05 -4.46 -3.34
H 0.39 -4.59 -1.56
H 0.77 -6.01 -2.71
O -1.25 1.74 -1.42
S -0.45 0.75 -0.72
O 0.84 0.50 -1.22
O -0.49 1.22 0.76
C 0.61 1.20 1.85
C 0.51 -0.04 2.64
C -1.43 -0.71 -0.58
H 0.36 2.13 2.38
H 1.56 1.36 1.34
H 0.52 -0.84 1.90
H -0.45 -0.04 3.16
H 1.40 -0.23 3.25
H -2.39 -0.46 -0.15
H -0.87 -1.43 0.04
H -1.55 -1.04 -1.62
O 3.06 -2.10 3.77
S 3.61 -2.19 2.47
O 3.48 -1.10 1.57
O 5.19 -2.42 2.58
C 5.75 -3.19 3.72
C 5.98 -2.27 4.93
C 3.16 -3.71 1.78
H 6.72 -3.52 3.39
H 5.21 -4.11 3.81
H 5.03 -1.81 5.31
H 6.70 -1.55 4.77
H 6.41 -2.74 5.84
H 3.16 -4.45 2.58
H 3.90 -3.92 0.99
H 2.18 -3.69 1.36
*
```

Properties
HOMO = -10.76 eV
Energy above the lowest of the compared OMol25 structures with the same formula, charge and spin = 163.61 kJ/mol
Orbital gap = 10.67 eV

Below is a structure of composition C45H26BrF4N3O2PPdS4, with properties calculated with ωB97M-V with the def2-TZVPD basis set.

Structure (ORCA input):
```
! wB97M-V def2-TZVPD RIJCOSX def2/J DEFGRID3
* xyz 3 5
Pd -0.20 -0.77 -0.35
S -2.03 -2.61 4.89
C -2.90 -3.07 6.28
C -4.23 -2.82 6.17
C -4.56 -2.23 4.92
C -3.47 -2.04 4.11
C -3.44 -1.49 2.77
C -2.21 -1.35 2.08
N -2.07 -0.89 0.86
C -3.19 -0.44 0.22
C -4.46 -0.54 0.80
C -5.62 -0.08 0.08
C -5.49 0.50 -1.12
C -4.18 0.68 -1.71
C -4.01 1.34 -2.91
C -2.73 1.53 -3.44
C -1.63 1.00 -2.70
N -1.78 0.36 -1.56
C -3.03 0.20 -1.05
C -2.53 2.23 -4.67
C -1.30 2.54 -5.32
C -1.48 3.24 -6.48
C -2.84 3.47 -6.76
S -3.88 2.85 -5.59
C -4.57 -1.09 2.08
H -2.38 -3.52 7.11
H -4.95 -3.04 6.94
H -5.57 -1.96 4.65
H -1.30 -1.64 2.59
H -6.59 -0.20 0.54
H -6.35 0.86 -1.67
H -4.89 1.71 -3.43
H -0.62 1.10 -3.08
H -0.34 2.25 -4.92
H -0.69 3.57 -7.13
H -3.24 4.00 -7.61
H -5.55 -1.18 2.53
F 4.44 -4.30 4.09
C 3.78 -3.33 3.49
C 4.16 -2.01 3.67
F 5.19 -1.72 4.43
C 3.45 -1.00 3.04
F 3.84 0.24 3.28
C 2.36 -1.27 2.20
P 1.51 0.06 1.32
C 2.79 1.17 0.80
C 2.65 2.55 0.93
C 3.72 3.37 0.64
C 4.93 2.81 0.24
C 5.07 1.44 0.10
C 3.99 0.61 0.35
C 0.34 0.83 2.43
C -0.52 1.81 1.91
C -1.46 2.41 2.73
C -1.57 2.01 4.06
C -0.72 1.04 4.58
C 0.23 0.45 3.76
C 1.98 -2.61 2.08
Br 0.41 -3.10 1.17
C 2.67 -3.63 2.70
F 2.29 -4.89 2.58
H 1.73 2.99 1.30
H 3.63 4.44 0.76
H 5.78 3.46 0.04
H 6.01 1.01 -0.22
H 4.10 -0.46 0.24
H -0.45 2.12 0.87
H -2.12 3.18 2.34
H -2.30 2.48 4.70
H -0.80 0.75 5.62
H 0.89 -0.31 4.17
O 3.01 1.76 -2.14
S 2.22 0.94 -2.98
O 1.25 1.56 -3.84
N 1.37 -0.22 -2.08
C 1.53 -1.39 -2.63
S 0.53 -2.65 -2.06
C 2.56 -1.50 -3.68
C 3.01 -2.62 -4.35
C 4.04 -2.44 -5.28
C 4.58 -1.18 -5.51
C 4.11 -0.05 -4.83
C 3.11 -0.25 -3.92
H 2.60 -3.60 -4.17
H 4.42 -3.29 -5.82
H 5.38 -1.07 -6.23
H 4.53 0.93 -5.02
*
```

Properties
<S²> = 6.059
HOMO (spin up / spin down) = -14.91 / -14.91 eV
Energy above the lowest of the compared OMol25 structures with the same formula, charge and spin = 27.49 kJ/mol
Orbital gap (spin up / spin down) = 6.35 / 4.09 eV

Below is a structure of composition C45H29BrIN3O6PRb, with properties calculated with ωB97M-V with the def2-TZVPD basis set.

Structure (ORCA input):
```
! wB97M-V def2-TZVPD RIJCOSX def2/J DEFGRID3
* xyz -2 1
Rb 0.07 -1.44 -0.04
Br 2.04 -9.45 1.09
C 1.67 -7.60 0.79
C 2.66 -6.79 0.19
C 2.42 -5.47 0.00
C 1.20 -4.82 0.43
O 1.03 -3.59 0.29
C 0.19 -5.70 1.00
C -1.08 -5.22 1.44
N -1.43 -3.99 1.52
C -2.57 -3.59 2.17
C -3.07 -4.26 3.28
C -4.17 -3.77 4.01
C -4.78 -2.59 3.67
C -4.28 -1.86 2.57
C -4.82 -0.60 2.19
C -4.29 0.08 1.14
C -3.22 -0.51 0.43
N -2.71 -1.67 0.73
C -3.19 -2.35 1.80
C 0.46 -7.07 1.16
H 3.59 -7.24 -0.12
H 3.16 -4.82 -0.46
H -1.80 -6.01 1.72
H -2.58 -5.16 3.62
H -4.53 -4.33 4.86
H -5.61 -2.20 4.23
H -5.65 -0.20 2.77
H -4.66 1.05 0.84
H -2.79 0.01 -0.43
H -0.29 -7.72 1.60
O 6.20 -1.38 -1.87
C 4.85 -1.18 -1.74
C 3.98 -1.46 -2.78
C 2.62 -1.21 -2.61
N 2.12 -0.71 -1.48
C 2.96 -0.51 -0.46
C 4.33 -0.73 -0.55
C 2.43 -0.13 0.94
O 3.19 -0.38 1.88
O 1.28 0.37 1.04
C 1.70 -1.61 -3.78
O 2.28 -1.90 -4.84
O 0.46 -1.66 -3.56
H 6.35 -1.73 -2.75
H 4.31 -1.87 -3.73
H 4.95 -0.55 0.32
I -0.86 0.32 -2.87
C -2.16 2.01 -2.63
C -3.37 1.90 -3.28
C -4.19 3.02 -3.51
C -3.75 4.26 -3.15
C -2.52 4.41 -2.46
C -2.05 5.71 -2.16
C -0.85 5.88 -1.53
C -0.14 4.75 -1.09
C -0.58 3.46 -1.29
P 0.19 2.02 -0.29
C -0.10 2.77 1.39
C 0.48 3.89 1.98
C 0.14 4.29 3.27
C -0.78 3.56 4.01
C -1.37 2.44 3.44
C -1.04 2.06 2.15
C 1.91 2.54 -0.71
C 2.90 2.81 0.24
C 4.20 3.12 -0.16
C 4.53 3.13 -1.50
C 3.56 2.86 -2.46
C 2.26 2.59 -2.06
C -1.74 3.27 -2.11
H -3.66 0.93 -3.66
H -5.13 2.90 -4.03
H -4.31 5.15 -3.39
H -2.66 6.56 -2.46
H -0.47 6.87 -1.34
H 0.78 4.92 -0.55
H 1.23 4.46 1.45
H 0.61 5.17 3.70
H -1.03 3.86 5.02
H -2.06 1.84 4.02
H -1.49 1.18 1.73
H 2.68 2.74 1.29
H 4.95 3.31 0.59
H 5.55 3.34 -1.81
H 3.81 2.83 -3.51
H 1.50 2.38 -2.80
*
```

Properties
HOMO = -2.51 eV
Energy above the lowest of the compared OMol25 structures with the same formula, charge and spin = 30.96 kJ/mol
Orbital gap = 6.25 eV

Below is a structure of composition C45H29Cl5F3N4O3PdSSb, with properties calculated with ωB97M-V with the def2-TZVPD basis set.

Structure (ORCA input):
```
! wB97M-V def2-TZVPD RIJCOSX def2/J DEFGRID3
* xyz 2 5
Pd 0.52 -0.09 0.90
Cl 5.58 -1.06 2.24
C 4.34 -0.49 3.25
C 4.62 -0.31 4.56
C 3.63 0.10 5.42
Cl 4.01 0.45 7.05
C 2.22 0.16 4.93
C 1.15 0.38 5.85
C -0.13 0.47 5.34
C -0.32 0.40 3.93
N 0.70 0.30 3.09
C 2.00 0.14 3.56
C 3.06 -0.31 2.61
O 2.77 -0.56 1.43
H 5.63 -0.56 4.90
H 1.39 0.46 6.94
H -1.04 0.70 5.86
H -1.27 0.67 3.47
C 5.91 -3.45 -4.32
C 4.68 -2.75 -3.85
C 4.59 -2.04 -2.67
C 3.43 -1.51 -2.30
C 2.26 -1.67 -3.00
C 2.37 -2.19 -4.24
C 3.54 -2.74 -4.64
S 0.67 -1.32 -2.37
O 0.27 -2.36 -1.50
O -0.23 -0.95 -3.40
N 0.93 -0.01 -1.39
C 1.33 1.17 -1.87
C 1.82 1.34 -3.18
C 2.40 2.62 -3.53
C 2.45 3.69 -2.65
C 1.86 3.58 -1.34
C 1.75 4.60 -0.43
C 1.17 4.39 0.80
C 0.70 3.13 1.12
N 0.81 2.14 0.27
C 1.33 2.31 -0.95
H 6.71 -2.70 -4.75
H 5.70 -4.02 -5.19
H 6.43 -3.98 -3.56
H 5.48 -1.88 -2.05
H 3.46 -1.10 -1.26
H 1.58 -2.17 -4.95
H 3.49 -3.24 -5.59
H 1.79 0.61 -3.97
H 2.78 2.70 -4.52
H 2.91 4.56 -3.07
H 2.03 5.62 -0.68
H 1.05 5.22 1.48
H 0.24 2.91 2.04
Cl 1.60 -5.91 1.92
C 0.25 -4.98 1.29
Cl -0.02 -5.23 -0.46
Cl -1.20 -5.44 2.25
C 0.44 -3.50 1.47
N 0.56 -2.37 1.61
F -3.14 4.14 -4.18
C -2.90 3.26 -3.15
C -2.99 3.63 -1.87
C -2.80 2.74 -0.86
C -2.52 1.41 -1.12
C -2.49 1.01 -2.43
C -2.61 1.93 -3.46
Sb -2.14 0.16 0.54
C -3.44 0.98 1.86
C -4.60 0.39 2.28
C -5.61 1.13 2.90
C -5.50 2.47 3.04
F -6.48 3.23 3.51
C -4.27 3.05 2.76
C -3.26 2.32 2.21
C -3.17 -1.55 -0.10
C -2.75 -2.87 0.23
C -3.52 -4.00 -0.08
C -4.74 -3.79 -0.69
F -5.46 -4.89 -0.76
C -5.14 -2.54 -1.10
C -4.41 -1.43 -0.79
H -3.20 4.66 -1.69
H -2.79 3.08 0.16
H -2.15 0.04 -2.76
H -2.54 1.57 -4.50
H -4.70 -0.71 2.08
H -6.55 0.69 3.11
H -4.25 4.12 2.96
H -2.37 2.82 1.95
H -1.74 -3.08 0.62
H -3.20 -5.00 0.19
H -6.08 -2.48 -1.70
H -4.68 -0.43 -1.07
*
```

Properties
<S²> = 6.082
HOMO (spin up / spin down) = -13.04 / -13.43 eV
Energy above the lowest of the compared OMol25 structures with the same formula, charge and spin = 0.00 kJ/mol
Orbital gap (spin up / spin down) = 7.24 / 5.69 eV

Copy entry 4 word for word.
Below is a structure of composition C45H29Cl5F3N4O3PdSSb, with properties calculated with ωB97M-V with the def2-TZVPD basis set.

Structure (ORCA input):
```
! wB97M-V def2-TZVPD RIJCOSX def2/J DEFGRID3
* xyz 2 5
Pd 0.52 -0.09 0.90
Cl 5.58 -1.06 2.24
C 4.34 -0.49 3.25
C 4.62 -0.31 4.56
C 3.63 0.10 5.42
Cl 4.01 0.45 7.05
C 2.22 0.16 4.93
C 1.15 0.38 5.85
C -0.13 0.47 5.34
C -0.32 0.40 3.93
N 0.70 0.30 3.09
C 2.00 0.14 3.56
C 3.06 -0.31 2.61
O 2.77 -0.56 1.43
H 5.63 -0.56 4.90
H 1.39 0.46 6.94
H -1.04 0.70 5.86
H -1.27 0.67 3.47
C 5.91 -3.45 -4.32
C 4.68 -2.75 -3.85
C 4.59 -2.04 -2.67
C 3.43 -1.51 -2.30
C 2.26 -1.67 -3.00
C 2.37 -2.19 -4.24
C 3.54 -2.74 -4.64
S 0.67 -1.32 -2.37
O 0.27 -2.36 -1.50
O -0.23 -0.95 -3.40
N 0.93 -0.01 -1.39
C 1.33 1.17 -1.87
C 1.82 1.34 -3.18
C 2.40 2.62 -3.53
C 2.45 3.69 -2.65
C 1.86 3.58 -1.34
C 1.75 4.60 -0.43
C 1.17 4.39 0.80
C 0.70 3.13 1.12
N 0.81 2.14 0.27
C 1.33 2.31 -0.95
H 6.71 -2.70 -4.75
H 5.70 -4.02 -5.19
H 6.43 -3.98 -3.56
H 5.48 -1.88 -2.05
H 3.46 -1.10 -1.26
H 1.58 -2.17 -4.95
H 3.49 -3.24 -5.59
H 1.79 0.61 -3.97
H 2.78 2.70 -4.52
H 2.91 4.56 -3.07
H 2.03 5.62 -0.68
H 1.05 5.22 1.48
H 0.24 2.91 2.04
Cl 1.60 -5.91 1.92
C 0.25 -4.98 1.29
Cl -0.02 -5.23 -0.46
Cl -1.20 -5.44 2.25
C 0.44 -3.50 1.47
N 0.56 -2.37 1.61
F -3.14 4.14 -4.18
C -2.90 3.26 -3.15
C -2.99 3.63 -1.87
C -2.80 2.74 -0.86
C -2.52 1.41 -1.12
C -2.49 1.01 -2.43
C -2.61 1.93 -3.46
Sb -2.14 0.16 0.54
C -3.44 0.98 1.86
C -4.60 0.39 2.28
C -5.61 1.13 2.90
C -5.50 2.47 3.04
F -6.48 3.23 3.51
C -4.27 3.05 2.76
C -3.26 2.32 2.21
C -3.17 -1.55 -0.10
C -2.75 -2.87 0.23
C -3.52 -4.00 -0.08
C -4.74 -3.79 -0.69
F -5.46 -4.89 -0.76
C -5.14 -2.54 -1.10
C -4.41 -1.43 -0.79
H -3.20 4.66 -1.69
H -2.79 3.08 0.16
H -2.15 0.04 -2.76
H -2.54 1.57 -4.50
H -4.70 -0.71 2.08
H -6.55 0.69 3.11
H -4.25 4.12 2.96
H -2.37 2.82 1.95
H -1.74 -3.08 0.62
H -3.20 -5.00 0.19
H -6.08 -2.48 -1.70
H -4.68 -0.43 -1.07
*
```

Properties
<S²> = 6.082
HOMO (spin up / spin down) = -13.04 / -13.43 eV
Energy above the lowest of the compared OMol25 structures with the same formula, charge and spin = 0.00 kJ/mol
Orbital gap (spin up / spin down) = 7.24 / 5.69 eV

Question: What is the energy above the lowest of the compared OMol25 structures with the same formula, charge and spin in the third record?
Answer: 30.96 kJ/mol

Question: Among the records above, which one has the highest energy above the lowest of the compared OMol25 structures with the same formula, charge and spin?
Answer: C45H120O45S15

Question: Which of these has the highest energy above the lowest of the compared OMol25 structures with the same formula, charge and spin?
Answer: C45H120O45S15